[1]
# C4H12N2O

C4H12N2O in the gas phase at a distorted geometry (ωB97M-V/def2-TZVPD, OMol25).

CARTESIAN COORDINATES (ANGSTROEM)
H1 -0.462 1.295 1.229
H2 0.374 2.814 -0.472
H3 -2.321 0.307 1.228
N1 0.752 -0.962 0.633
H4 2.404 -2.208 0.861
H5 1.166 -0.432 1.394
H6 -1.261 3.142 -0.014
C1 -0.679 2.372 -0.509
H7 -0.082 -0.467 -1.266
H8 2.103 -1.733 -0.798
C2 0.326 0.016 -0.340
C3 1.603 -2.025 0.155
N2 -2.151 0.588 0.253
H9 1.097 0.673 -0.803
O1 0.928 -3.212 -0.128
H10 -2.096 -0.400 -0.039
H11 -0.959 2.306 -1.575
H12 -0.014 -3.060 -0.006
C4 -0.728 0.987 0.197

## Properties
Energy relative to the best compared isomer or geometry (same formula, charge and spin) in kcal/mol: 43.1
Net charge: 0


[2]
# C31H62F9N5O9P

4 unconnected molecules or ions with the total composition C31H62F9N5O9P at a distorted geometry (ωB97M-V/def2-TZVPD, OMol25).

CARTESIAN COORDINATES (ANGSTROEM)
C1 3.123 -1.560 2.891
H1 7.823 -1.864 3.475
C2 -3.231 -1.934 -1.349
H2 -1.644 -0.139 2.591
F1 -1.158 0.016 5.745
H3 9.647 4.546 7.220
H4 -1.473 2.719 -8.264
H5 6.193 -2.449 3.779
F2 -2.350 -4.108 3.462
H6 6.477 2.955 6.122
F3 -1.807 -2.563 5.501
H7 -3.562 -2.972 -1.271
H8 6.905 2.705 4.419
P1 0.070 -1.338 0.513
H9 -4.286 1.991 -11.905
H10 6.470 5.732 9.208
H11 2.977 5.660 6.210
H12 8.998 4.120 4.981
H13 -0.187 1.514 4.138
H14 2.185 0.839 3.877
C3 -1.919 -0.324 4.668
H15 -1.179 -1.674 -4.246
H16 0.142 1.127 2.485
F4 -3.902 -4.337 5.004
H17 -3.172 2.460 -7.834
C4 -1.343 -2.883 -2.507
C5 -2.258 1.969 -8.175
C6 -3.615 -3.995 -4.322
H18 -6.799 -1.959 -5.028
C7 -6.091 0.613 -9.526
F5 -3.446 -1.626 2.817
N1 1.146 -1.536 -0.587
H19 -3.384 -1.445 -0.383
O1 -1.848 -1.841 -1.671
H20 -2.336 -0.093 -5.653
C8 1.833 -0.791 2.598
H21 -6.299 -0.246 -10.170
H22 -1.711 -3.855 -2.161
H23 -3.671 -0.150 -9.159
H24 4.453 6.104 5.341
H25 -3.876 0.423 -11.194
C9 -2.825 0.307 -6.546
H26 3.178 -2.436 2.249
C10 -3.656 -2.189 4.026
F6 -2.851 0.641 4.506
H27 -3.847 -1.407 -2.079
H28 1.047 -2.672 2.108
F7 -4.452 -4.079 2.903
F8 -4.919 -1.920 4.392
O2 -5.768 -3.117 -3.642
O3 -1.810 0.989 -7.255
H29 1.370 -0.519 4.689
C11 6.881 -1.633 3.944
C12 1.427 0.074 3.785
H30 -0.980 -3.389 -4.549
N2 -2.948 -2.710 -4.499
H31 8.245 3.500 7.330
C13 8.354 4.791 5.559
H32 -0.401 -0.019 0.633
F9 -3.412 -1.263 6.179
H33 6.361 4.241 8.255
H34 3.120 5.293 4.481
H35 -3.521 -4.374 -3.295
H36 -7.046 1.089 -9.287
H37 -5.227 1.084 -7.651
N3 6.998 4.701 5.019
H38 -2.421 1.543 -9.169
C14 -2.677 -1.604 5.101
O4 4.517 -0.413 1.350
C15 -3.436 -0.881 -7.283
H39 -5.407 -1.151 -4.261
H40 5.998 5.826 7.514
O5 4.952 -0.155 3.571
H41 4.737 3.874 3.794
C16 4.918 3.422 4.773
C17 -5.093 -3.889 -4.629
O6 8.010 5.470 7.913
H42 -6.157 -0.427 -7.661
H43 -5.522 -4.893 -4.603
C18 -1.579 -2.661 -3.996
O7 4.184 4.083 5.796
O8 7.017 0.460 2.769
H44 -1.164 -2.423 2.792
C19 -0.412 -1.769 3.204
H45 -4.036 -1.453 -6.574
H46 -6.886 -1.452 -3.333
H47 4.552 2.390 4.737
C20 6.387 -0.356 3.366
H48 -3.488 -1.991 -4.036
C21 4.284 -0.668 2.499
H49 3.159 -1.878 3.923
H50 -0.018 -2.196 4.113
C22 3.666 5.348 5.427
H51 2.009 -0.116 1.768
N4 -4.245 -0.621 -8.472
N5 0.705 -1.715 2.190
C23 -3.576 -3.731 3.864
H52 -0.262 -2.883 -2.347
C24 -5.441 0.175 -8.230
C25 6.393 3.381 5.112
H53 -2.616 -1.533 -7.591
H54 -5.260 -3.482 -5.630
H55 -1.063 -2.163 0.418
C26 6.642 5.298 8.223
O9 -5.301 1.582 -10.198
H56 7.034 -1.507 5.008
C27 0.077 0.701 3.481
H57 2.042 -1.824 -0.210
H58 8.706 5.806 5.366
H59 -3.585 1.015 -6.192
H60 -5.426 0.642 -12.048
H61 6.414 5.368 5.503
C28 -1.021 -0.386 3.441
C29 -4.695 1.123 -11.392
C30 -6.230 -1.859 -4.100
H62 -3.162 -4.728 -4.995
C31 8.570 4.508 7.042

## Properties
DFT total energy in hartree: -3409.06423
Net charge: +1


[3]
# C5H14

2 unconnected molecules or ions with the total composition C5H14 (ωB97M-V/def2-TZVPD, OMol25).

CARTESIAN COORDINATES (ANGSTROEM)
H1 -1.636 2.102 0.560
C1 -1.678 1.378 -0.254
H2 2.834 0.681 -1.048
H3 3.586 -1.396 0.242
H4 -2.685 1.451 -0.669
H5 -0.949 1.682 -1.002
H6 -2.229 -2.093 -0.113
C2 2.664 -0.854 0.471
H7 -3.396 -0.828 -0.320
H8 2.587 -0.935 1.565
H9 1.572 0.948 0.056
H10 -1.654 -0.101 1.306
H11 1.835 -1.437 0.066
C3 2.601 0.592 0.015
H12 -2.126 -1.058 -1.534
H13 -0.393 -0.359 0.173
H14 3.258 1.235 0.606
C4 -1.432 -0.057 0.235
C5 -2.340 -1.058 -0.467

## Properties
Energy relative to the best compared isomer or geometry (same formula, charge and spin) in kcal/mol: 2.3
Expectation value of S²: 0.75
Net charge: -1
Spin multiplicity: 2